[1]
C3H8N2S | wB97M-V/def2-TZVPD

Properties
Highest occupied orbital energy in eV: -8.7
Gap between HOMO and LUMO in eV: 9.5
Energy in Ha: -626.761024
LUMO level in eV: 0.83
ΔE to the lowest compared entry with this formula, charge and spin in eV: 1.694
SMILES: C[C@H](N)/C=N\S
2S+1: 1

Last column: Löwdin charge in e.
CARTESIAN COORDINATES (ANGSTROEM)
H -1.99 -0.60 1.27  0.09
H -1.63 0.46 -0.93  0.13
C 0.38 1.07 -0.53  -0.26
H -0.16 -1.33 -1.69  0.06
N 1.61 0.96 -0.38  -0.34
H -1.54 1.10 1.32  0.06
H 0.12 -1.79 -0.11  0.04
S 2.35 -0.45 0.32  0.70
H 3.58 -0.18 -0.11  -0.16
C -1.18 0.12 1.11  -0.08
H -0.33 -0.11 1.79  0.08
H 0.12 2.04 -0.96  0.11
C -0.80 0.03 -0.36  -0.46
N -0.52 -1.32 -0.76  0.03

***

[2]
C3H8N2S | wB97M-V/def2-TZVPD

Properties
Highest occupied orbital energy in eV: -8.4
Gap between HOMO and LUMO in eV: 9.4
Energy in Ha: -626.672090
LUMO level in eV: 0.97
ΔE to the lowest compared entry with this formula, charge and spin in eV: 4.114
SMILES: N/N=C/S.C=C
2S+1: 1

Last column: Löwdin charge in e.
CARTESIAN COORDINATES (ANGSTROEM)
C 1.27 0.53 0.88  -0.56
C -1.22 -0.49 -0.79  -0.19
H -1.04 -1.55 -0.53  0.07
C -2.01 0.14 0.00  -0.16
H -2.43 -0.43 0.90  0.08
H 1.77 1.43 0.71  0.04
H 1.85 -0.98 -1.58  0.07
H -2.35 1.15 -0.24  0.06
H -0.98 -0.11 -1.79  0.07
N 0.96 -0.30 -0.04  -0.18
S 0.25 0.66 2.30  0.77
N 1.55 -0.13 -1.22  0.01
H 2.20 0.66 -1.24  0.10
H 0.20 -0.57 2.65  -0.17

***

[3]
C3H8N2S | wB97M-V/def2-TZVPD

Properties
Highest occupied orbital energy in eV: -7.8
Gap between HOMO and LUMO in eV: 8.7
Energy in Ha: -626.731526
LUMO level in eV: 0.85
ΔE to the lowest compared entry with this formula, charge and spin in eV: 2.497
SMILES: CN(C)/C=N/S
2S+1: 1

Last column: Löwdin charge in e.
CARTESIAN COORDINATES (ANGSTROEM)
H 1.03 -2.10 -0.11  0.10
H 1.72 1.52 -0.90  0.12
C -0.85 -0.52 -0.11  -0.30
H 2.07 -1.10 0.94  0.11
S -3.44 -0.16 -0.15  0.62
H -0.10 2.02 -0.13  0.09
H -1.14 -1.63 -0.08  0.13
H 2.19 -0.78 -0.87  0.10
N 0.44 -0.08 -0.08  -0.29
H -3.84 0.61 0.88  -0.16
N -1.78 0.42 -0.02  -0.41
C 1.45 -1.03 -0.05  -0.14
H 1.44 1.48 0.82  0.09
C 0.81 1.35 -0.13  -0.06

***

[4]
C3H8N2S | wB97M-V/def2-TZVPD

Properties
Highest occupied orbital energy in eV: -8.1
Gap between HOMO and LUMO in eV: 8.9
Energy in Ha: -626.721226
LUMO level in eV: 0.74
ΔE to the lowest compared entry with this formula, charge and spin in eV: 2.777
SMILES: NCCNC=S
2S+1: 1

Last column: Löwdin charge in e.
CARTESIAN COORDINATES (ANGSTROEM)
N 0.90 -0.79 0.58  -0.12
S 2.88 -0.51 2.28  0.53
N -1.63 1.05 -1.36  -0.06
C 1.32 -0.49 1.74  -0.80
H -1.57 1.70 -2.14  0.04
C -0.49 -0.68 0.04  -0.19
H 0.69 0.88 -0.61  0.15
H 1.63 -1.18 -0.06  0.15
H -1.14 -1.66 -0.07  0.15
C -0.27 0.36 -1.14  -0.26
H -1.11 -0.13 0.76  0.09
H -0.11 -0.37 -2.04  0.13
H -1.85 1.69 -0.42  0.14
H 0.75 0.11 2.42  0.05

***

Q: Which formula does entry 2 have?
A: C3H8N2S

***

Please write out number 3 again, unchanged.
C3H8N2S | wB97M-V/def2-TZVPD

Properties
Highest occupied orbital energy in eV: -7.8
Gap between HOMO and LUMO in eV: 8.7
Energy in Ha: -626.731526
LUMO level in eV: 0.85
ΔE to the lowest compared entry with this formula, charge and spin in eV: 2.497
SMILES: CN(C)/C=N/S
2S+1: 1

Last column: Löwdin charge in e.
CARTESIAN COORDINATES (ANGSTROEM)
H 1.03 -2.10 -0.11  0.10
H 1.72 1.52 -0.90  0.12
C -0.85 -0.52 -0.11  -0.30
H 2.07 -1.10 0.94  0.11
S -3.44 -0.16 -0.15  0.62
H -0.10 2.02 -0.13  0.09
H -1.14 -1.63 -0.08  0.13
H 2.19 -0.78 -0.87  0.10
N 0.44 -0.08 -0.08  -0.29
H -3.84 0.61 0.88  -0.16
N -1.78 0.42 -0.02  -0.41
C 1.45 -1.03 -0.05  -0.14
H 1.44 1.48 0.82  0.09
C 0.81 1.35 -0.13  -0.06

***

Q: Number 3 is which compound?
A: C3H8N2S